[1]
{
  "formula": "C39H46AgN6O3S3",
  "method": "ωB97M-V with the def2-TZVPD basis set",
  "species": ["Ag", "S", "C", "C", "C", "C", "C", "C", "N", "C", "C", "C", "C", "C", "C", "C", "C", "N", "C", "C", "C", "C", "C", "S", "C", "H", "H", "H", "H", "H", "H", "H", "H", "H", "H", "H", "H", "O", "C", "O", "C", "N", "C", "C", "C", "H", "H", "H", "H", "H", "H", "H", "H", "H", "O", "N", "C", "C", "C", "C", "C", "H", "H", "H", "H", "H", "C", "C", "C", "C", "N", "C", "S", "N", "C", "C", "C", "C", "H", "H", "H", "H", "H", "H", "H", "H", "H", "H", "H", "H", "H", "H", "H", "H", "H", "H", "H", "H"],
  "positions_angstrom": [[0.292, -0.262, -0.716], [2.720, 1.144, 4.696], [2.642, 1.875, 6.249], [1.528, 1.484, 6.920], [0.712, 0.594, 6.169], [1.213, 0.312, 4.923], [0.643, -0.529, 3.886], [0.978, -0.349, 2.542], [0.469, -1.017, 1.532], [-0.465, -1.994, 1.790], [-0.872, -2.260, 3.134], [-1.841, -3.309, 3.359], [-2.349, -4.023, 2.339], [-1.960, -3.766, 0.974], [-2.456, -4.492, -0.087], [-2.045, -4.208, -1.400], [-1.144, -3.144, -1.549], [-0.644, -2.431, -0.567], [-1.016, -2.725, 0.722], [-2.539, -4.960, -2.544], [-3.604, -5.821, -2.606], [-3.800, -6.395, -3.892], [-2.886, -5.975, -4.803], [-1.767, -4.880, -4.095], [-0.325, -1.524, 4.163], [3.420, 2.545, 6.576], [1.287, 1.825, 7.917], [-0.225, 0.192, 6.527], [1.692, 0.424, 2.267], [-2.144, -3.511, 4.380], [-3.069, -4.812, 2.525], [-3.154, -5.298, 0.110], [-0.823, -2.845, -2.545], [-4.243, -6.027, -1.761], [-4.595, -7.089, -4.125], [-2.804, -6.244, -5.843], [-0.621, -1.734, 5.184], [2.278, -0.663, -4.929], [1.116, -1.003, -4.369], [0.855, -0.768, -3.218], [0.152, -1.726, -5.298], [0.623, -1.621, -6.690], [-0.286, -0.668, -7.354], [-1.644, -0.891, -6.695], [-1.273, -1.126, -5.227], [0.159, -2.770, -4.975], [0.563, -2.522, -7.144], [2.189, -0.961, -5.867], [-0.275, -0.823, -8.431], [0.068, 0.348, -7.156], [-2.118, -1.780, -7.118], [-2.324, -0.051, -6.825], [-1.962, -1.799, -4.721], [-1.259, -0.192, -4.664], [2.336, 1.157, -0.223], [3.355, 0.402, -0.508], [4.129, -0.091, 0.482], [5.202, -0.907, 0.200], [5.497, -1.233, -1.115], [4.690, -0.716, -2.116], [3.629, 0.100, -1.795], [3.828, 0.199, 1.477], [5.792, -1.286, 1.021], [6.331, -1.878, -1.351], [4.862, -0.940, -3.159], [2.941, 0.520, -2.511], [-3.415, 4.311, 1.590], [-3.332, 3.985, 3.080], [-1.966, 3.482, 3.554], [-1.687, 2.005, 3.298], [-1.691, 1.606, 1.891], [-0.986, 2.023, 0.832], [-1.552, 1.560, -0.727], [0.104, 2.792, 0.901], [1.022, 3.079, 2.001], [1.357, 4.569, 2.113], [2.542, 5.004, 1.252], [2.385, 4.710, -0.237], [-4.370, 4.781, 1.353], [-3.315, 3.430, 0.957], [-2.624, 5.009, 1.307], [-4.101, 3.252, 3.347], [-3.572, 4.890, 3.645], [-1.883, 3.621, 4.636], [-1.183, 4.099, 3.106], [-2.476, 1.410, 3.760], [-0.763, 1.691, 3.784], [-2.444, 1.002, 1.604], [0.491, 2.947, -0.018], [1.941, 2.516, 1.819], [0.607, 2.707, 2.929], [1.584, 4.791, 3.159], [0.469, 5.152, 1.849], [3.443, 4.505, 1.621], [2.702, 6.075, 1.399], [2.408, 3.636, -0.440], [3.199, 5.158, -0.808], [1.447, 5.118, -0.625]],
  "total_energy_ev": -92777.65247,
  "homo_lumo_gap_ev": [4.450, 7.352],
  "relative_energy_kcal_mol": 0.0,
  "homo_ev": [-4.12, -7.02],
  "charge": 0,
  "s_squared": 0.79,
  "multiplicity": 2
}

[2]
{
  "formula": "C39H46BrFeN7O2P",
  "method": "ωB97M-V with the def2-TZVPD basis set",
  "species": ["Fe", "O", "C", "N", "C", "C", "C", "C", "C", "C", "N", "C", "C", "C", "C", "C", "N", "H", "H", "H", "H", "H", "H", "H", "H", "H", "H", "Br", "C", "C", "C", "C", "C", "C", "N", "N", "C", "C", "C", "C", "O", "C", "N", "C", "C", "C", "C", "H", "H", "H", "H", "H", "H", "H", "H", "H", "C", "C", "C", "C", "P", "N", "C", "C", "C", "C", "C", "C", "C", "C", "H", "H", "H", "H", "H", "H", "H", "H", "H", "H", "H", "H", "H", "H", "H", "H", "H", "H", "H", "H", "H", "H", "H", "H", "H", "H", "H"],
  "positions_angstrom": [[0.883, 1.233, 0.873], [2.406, 4.989, 1.160], [2.076, 3.829, 0.874], [0.910, 3.215, 1.037], [0.077, 3.708, 2.099], [0.158, 2.685, 3.217], [-0.316, 2.914, 4.501], [-0.180, 1.924, 5.461], [0.438, 0.729, 5.115], [0.872, 0.567, 3.811], [0.722, 1.513, 2.885], [3.131, 2.860, 0.385], [4.357, 3.274, -0.108], [5.296, 2.312, -0.440], [4.982, 0.972, -0.251], [3.737, 0.643, 0.257], [2.835, 1.568, 0.572], [0.422, 4.679, 2.467], [-0.971, 3.821, 1.795], [-0.780, 3.864, 4.735], [-0.550, 2.082, 6.466], [0.577, -0.068, 5.833], [1.323, -0.345, 3.441], [4.535, 4.335, -0.208], [6.262, 2.600, -0.837], [5.685, 0.187, -0.496], [3.404, -0.372, 0.425], [-3.083, 6.141, -7.669], [-3.631, 4.801, -6.440], [-3.327, 4.943, -5.094], [-3.708, 3.962, -4.196], [-4.414, 2.837, -4.633], [-4.746, 2.742, -5.985], [-4.342, 3.704, -6.895], [-5.029, 1.879, -3.785], [-4.512, 1.436, -2.730], [-3.167, 1.492, -2.401], [-2.100, 1.536, -3.306], [-0.781, 1.480, -2.918], [-0.427, 1.379, -1.550], [0.758, 1.301, -1.124], [-1.523, 1.296, -0.601], [-1.141, 1.156, 0.695], [-2.074, 1.011, 1.608], [-3.443, 1.005, 1.293], [-3.843, 1.167, -0.004], [-2.863, 1.313, -1.014], [-2.782, 5.811, -4.747], [-3.459, 4.080, -3.150], [-5.338, 1.895, -6.306], [-4.590, 3.609, -7.943], [-2.325, 1.571, -4.365], [0.019, 1.481, -3.647], [-1.746, 0.882, 2.632], [-4.165, 0.875, 2.088], [-4.888, 1.176, -0.282], [2.871, -2.792, -1.239], [1.351, -2.848, -1.017], [0.788, -1.778, -1.962], [0.859, -4.220, -1.489], [0.923, -2.298, 0.777], [1.041, -0.807, 1.043], [2.063, -3.336, 1.929], [2.328, -4.794, 1.542], [1.478, -3.351, 3.349], [3.393, -2.579, 2.044], [-0.865, -2.943, 1.126], [-1.124, -4.447, 1.248], [-1.329, -2.267, 2.427], [-1.764, -2.380, 0.014], [3.079, -3.103, -2.268], [3.444, -3.443, -0.584], [3.243, -1.772, -1.128], [1.242, -1.908, -2.951], [1.032, -0.783, -1.596], [-0.291, -1.844, -2.087], [1.210, -4.379, -2.515], [-0.228, -4.282, -1.515], [1.234, -5.048, -0.886], [1.408, -5.375, 1.478], [2.952, -5.257, 2.316], [2.858, -4.899, 0.598], [0.656, -4.058, 3.453], [1.121, -2.368, 3.653], [2.261, -3.658, 4.050], [3.992, -2.616, 1.135], [3.991, -3.018, 2.851], [3.204, -1.530, 2.274], [-0.657, -4.877, 2.134], [-0.791, -5.018, 0.382], [-2.204, -4.611, 1.348], [-1.040, -2.829, 3.315], [-2.421, -2.190, 2.430], [-0.906, -1.265, 2.495], [-1.684, -2.941, -0.916], [-1.528, -1.336, -0.190], [-2.810, -2.432, 0.335]],
  "total_energy_ev": -169436.54166,
  "homo_lumo_gap_ev": 6.113,
  "relative_energy_kcal_mol": 0.0,
  "homo_ev": -3.98,
  "charge": -1,
  "multiplicity": 1
}

Among the records above, which one has the highest multiplicity?
C39H46AgN6O3S3